DFT (ωB97M-V/def2-TZVPD) results for a structure of composition C22H41Cl3Cs2F2KN2O8 at a distorted geometry.

Last column: Löwdin charge in e.
CARTESIAN COORDINATES (ANGSTROEM)
1 C 3.25 -3.23 -0.57  -0.09
2 C 2.07 -2.33 -0.99  -0.21
3 C 2.45 -0.82 -0.81  -0.24
4 C 2.12 -0.16 -2.24  -0.24
5 C 1.64 -0.10 0.37  -0.31
6 N 1.93 1.36 0.54  0.12
7 C 3.16 1.66 0.32  -0.34
8 C 3.55 2.57 -0.92  -0.02
9 C 4.34 1.28 1.18  -0.02
10 C 1.87 -0.84 1.76  -0.04
11 C 0.59 -1.29 2.54  -0.43
12 C 1.06 -1.50 4.00  -0.05
13 C 0.08 -2.70 2.12  -0.03
14 N -0.48 -0.25 2.60  -0.11
15 O -0.27 0.64 3.49  -0.01
16 C -0.87 0.30 1.27  -0.41
17 C -1.07 1.81 1.34  -0.13
18 C -2.35 -0.26 1.00  -0.36
19 C 0.04 -0.16 0.06  -0.12
20 H 4.07 -3.11 -1.29  0.08
21 H 2.98 -4.28 -0.58  0.06
22 H 3.66 -2.96 0.41  0.06
23 H 1.90 -2.56 -2.03  0.10
24 H 1.24 -2.62 -0.35  0.06
25 H 3.53 -0.84 -0.66  0.12
26 H 3.04 -0.27 -2.89  0.11
27 H 1.28 -0.75 -2.80  0.09
28 H 1.77 0.92 -2.13  -0.22
29 H 2.66 3.03 -1.39  0.06
30 H 4.28 3.33 -0.64  0.07
31 H 4.03 1.89 -1.63  0.08
32 H 5.27 1.39 0.64  0.08
33 H 4.36 1.90 2.07  0.10
34 H 4.28 0.25 1.53  0.07
35 H 2.59 -1.65 1.63  0.11
36 H 2.36 -0.11 2.41  0.10
37 H 0.21 -1.70 4.65  0.09
38 H 1.69 -2.39 4.03  0.09
39 H 1.68 -0.68 4.36  0.08
40 H -0.61 -3.04 2.90  0.09
41 H -0.44 -2.74 1.15  0.03
42 H 0.93 -3.37 2.08  0.08
43 H -0.16 2.35 1.60  0.07
44 H -1.89 2.03 2.04  -0.04
45 H -1.35 2.15 0.34  0.07
46 H -2.28 -1.35 0.65  -0.31
47 H -3.01 -0.14 1.90  0.08
48 H -2.76 0.35 0.10  0.01
49 H -0.28 -1.17 -0.30  0.07
50 H -0.14 0.56 -0.75  -0.08
51 C -4.93 2.29 4.06  -0.41
52 O -3.66 1.81 3.77  -0.29
53 H -5.43 2.52 3.12  0.03
54 H -5.50 1.53 4.58  -0.06
55 H -4.87 3.22 4.67  0.05
56 H -3.22 1.61 4.64  0.11
57 C -1.48 -5.84 0.53  -0.98
58 Cl -2.87 -5.10 -0.30  0.45
59 Cl 0.03 -5.31 -0.19  0.60
60 H -1.50 -5.55 1.58  0.02
61 H -1.56 -6.91 0.44  0.03
62 C -5.06 1.22 -1.99  -0.86
63 O -5.78 0.55 -1.19  -0.11
64 O -4.09 2.02 -1.32  -0.13
65 O -5.04 1.24 -3.22  -0.05
66 H -4.35 1.79 -0.36  -0.09
67 Cs -2.88 -1.92 -0.80  1.38
68 K -6.49 2.31 5.73  1.07
69 C 0.68 3.66 -4.79  -0.06
70 C 0.57 3.17 -6.20  -0.27
71 O 0.47 1.74 -6.04  0.20
72 C -0.12 1.54 -4.86  -0.72
73 O -0.61 0.50 -4.51  -0.02
74 O -0.10 2.72 -4.09  -0.58
75 F 1.69 3.45 -6.89  0.10
76 H 1.72 3.64 -4.40  0.16
77 H 0.27 4.66 -4.66  0.16
78 H -0.30 3.54 -6.74  0.19
79 F 0.07 -4.25 -3.58  -0.88
80 Cs 0.18 1.50 -2.60  2.25
81 Cl -3.82 2.22 1.45  0.33

Summary:
- M (g/mol) = 910.84
- 2S+1 = 2
- LUMO level (eV) = -1.916